Entry 1:
Computed, not measured: 8 unconnected molecules or ions with the total composition C25H55IN7O10P at a distorted geometry, with ωB97M-V/def2-TZVPD.

The calculated total energy comes out at -75111.3621 eV. For the frontier orbital gap, the calculation gives 8.7 eV.

Positions of all 99 atoms, in Å:
O1 4.277 -1.161 3.311
C1 5.066 -0.357 2.778
O2 6.464 -0.582 2.469
C2 6.619 0.058 1.153
C3 6.116 1.546 1.477
C4 4.752 1.124 2.232
P1 3.094 1.377 1.358
O3 1.914 1.114 2.599
I1 2.787 -0.401 -0.367
H1 7.583 -0.112 0.578
H2 5.730 -0.403 0.584
H3 6.674 2.175 2.246
H4 6.053 2.070 0.465
H5 4.637 1.721 3.199
H6 1.042 0.893 2.189
C5 -1.199 2.914 4.904
N1 -1.792 2.167 3.814
C6 -3.148 1.668 3.960
C7 -1.121 1.919 2.658
O4 -1.561 1.299 1.704
H7 -1.174 2.282 5.796
H8 -1.808 3.800 5.102
H9 -0.183 3.225 4.658
H10 -3.140 0.579 3.858
H11 -3.772 2.089 3.166
H12 -3.556 1.943 4.933
H13 -0.103 2.342 2.651
C8 -6.810 3.807 -0.714
N2 -6.066 3.965 0.520
C9 -5.395 5.225 0.778
C10 -5.977 2.970 1.445
O5 -5.368 3.040 2.498
H14 -6.132 3.944 -1.559
H15 -7.600 4.562 -0.753
H16 -7.260 2.815 -0.774
H17 -4.325 5.041 0.901
H18 -5.785 5.656 1.703
H19 -5.556 5.920 -0.047
H20 -6.521 2.058 1.150
C11 -1.065 -2.166 -4.689
N3 0.306 -1.902 -4.302
C12 1.158 -3.016 -3.933
C13 0.821 -0.640 -4.273
O6 1.960 -0.352 -3.957
H21 -1.581 -2.655 -3.859
H22 -1.066 -2.826 -5.560
H23 -1.587 -1.242 -4.940
H24 1.511 -2.873 -2.908
H25 2.023 -3.043 -4.601
H26 0.611 -3.957 -4.004
H27 0.090 0.130 -4.570
C14 -5.275 -3.191 -3.718
N4 -5.133 -1.903 -3.069
C15 -4.984 -1.860 -1.627
C16 -5.136 -0.730 -3.771
O7 -5.022 0.382 -3.286
H28 -6.163 -3.691 -3.323
H29 -4.389 -3.796 -3.504
H30 -5.378 -3.077 -4.798
H31 -5.800 -1.272 -1.199
H32 -4.036 -1.375 -1.379
H33 -5.000 -2.867 -1.209
H34 -5.255 -0.877 -4.857
C17 3.131 -3.125 5.301
N5 1.960 -3.500 6.070
C18 2.132 -3.920 7.447
C19 0.705 -3.470 5.542
O8 -0.315 -3.771 6.134
H35 3.814 -3.977 5.254
H36 3.627 -2.286 5.794
H37 2.856 -2.832 4.288
H38 1.746 -4.937 7.562
H39 1.561 -3.254 8.099
H40 3.185 -3.894 7.728
H41 0.687 -3.136 4.491
C20 -6.254 1.045 -9.865
N6 -5.993 0.483 -8.554
C21 -6.136 1.332 -7.386
C22 -5.617 -0.814 -8.384
O9 -5.384 -1.342 -7.312
H42 -5.571 1.881 -10.037
H43 -7.286 1.403 -9.900
H44 -6.107 0.298 -10.646
H45 -5.182 1.376 -6.855
H46 -6.887 0.900 -6.720
H47 -6.440 2.338 -7.678
H48 -5.537 -1.369 -9.333
C23 11.915 -0.605 2.755
N7 10.701 0.068 3.171
C24 9.467 -0.691 3.245
C25 10.681 1.392 3.495
O10 9.696 2.013 3.850
H49 11.772 -1.011 1.750
H50 12.127 -1.421 3.450
H51 12.760 0.084 2.745
H52 8.732 -0.242 2.578
H53 9.083 -0.650 4.267
H54 9.637 -1.730 2.958
H55 11.668 1.874 3.405

Per-atom Mulliken charges, elementary charge units: atom 1 (O): -0.459, atom 2 (C): 0.205, atom 3 (O): -0.320, atom 4 (C): -0.317, atom 5 (C): -0.279, atom 6 (C): -0.257, atom 7 (P): 0.196, atom 8 (O): -0.425, atom 9 (I): -0.017, atom 10 (H): 0.355, atom 11 (H): 0.086, atom 12 (H): 0.281, atom 13 (H): 0.306, atom 14 (H): 0.345, atom 15 (H): 0.307, atom 16 (C): -1.003, atom 17 (N): 0.160, atom 18 (C): -0.809, atom 19 (C): -0.062, atom 20 (O): -0.685, atom 21 (H): 0.346, atom 22 (H): 0.349, atom 23 (H): 0.325, atom 24 (H): 0.304, atom 25 (H): 0.220, atom 26 (H): 0.351, atom 27 (H): 0.540, atom 28 (C): -0.961, atom 29 (N): 0.128, atom 30 (C): -0.926, atom 31 (C): 0.159, atom 32 (O): -0.675, atom 33 (H): 0.363, atom 34 (H): 0.356, atom 35 (H): 0.285, atom 36 (H): 0.270, atom 37 (H): 0.290, atom 38 (H): 0.382, atom 39 (H): 0.289, atom 40 (C): -1.049, atom 41 (N): 0.175, atom 42 (C): -0.861, atom 43 (C): 0.105, atom 44 (O): -0.581, atom 45 (H): 0.402, atom 46 (H): 0.337, atom 47 (H): 0.305, atom 48 (H): 0.210, atom 49 (H): 0.287, atom 50 (H): 0.371, atom 51 (H): 0.303, atom 52 (C): -0.911, atom 53 (N): 0.156, atom 54 (C): -1.001, atom 55 (C): 0.390, atom 56 (O): -0.641, atom 57 (H): 0.370, atom 58 (H): 0.335, atom 59 (H): 0.252, atom 60 (H): 0.277, atom 61 (H): 0.328, atom 62 (H): 0.378, atom 63 (H): 0.102, atom 64 (C): -0.939, atom 65 (N): 0.161, atom 66 (C): -0.964, atom 67 (C): 0.156, atom 68 (O): -0.607, atom 69 (H): 0.329, atom 70 (H): 0.354, atom 71 (H): 0.264, atom 72 (H): 0.290, atom 73 (H): 0.299, atom 74 (H): 0.381, atom 75 (H): 0.281, atom 76 (C): -0.920, atom 77 (N): 0.112, atom 78 (C): -0.884, atom 79 (C): 0.099, atom 80 (O): -0.563, atom 81 (H): 0.331, atom 82 (H): 0.331, atom 83 (H): 0.296, atom 84 (H): 0.288, atom 85 (H): 0.274, atom 86 (H): 0.364, atom 87 (H): 0.245, atom 88 (C): -0.916, atom 89 (N): 0.179, atom 90 (C): -0.758, atom 91 (C): 0.080, atom 92 (O): -0.566, atom 93 (H): 0.320, atom 94 (H): 0.320, atom 95 (H): 0.305, atom 96 (H): 0.059, atom 97 (H): 0.299, atom 98 (H): 0.392, atom 99 (H): 0.266

---

Entry 2:
Computed, not measured: 2 unconnected molecules or ions with the total composition C2H6NO2 at a distorted geometry, with ωB97M-V/def2-TZVPD.

The calculated total energy comes out at -7753.3412 eV. The energy above the lowest of the compared OMol25 structures with the same formula, charge and spin is 1.277 eV. The expectation value of S² is 0.78. For the frontier orbital gap (alpha / beta), the calculation gives 10.6 / 6.2 eV. As for the spin multiplicity: 2.

Positions of all 11 atoms, in Å:
C1 1.322 1.029 -0.828
O1 1.178 0.723 0.570
H1 1.028 0.168 -1.461
H2 0.634 1.900 -1.123
H3 2.354 1.332 -1.079
C2 -1.728 -0.685 0.549
N1 -0.472 -1.219 0.742
O2 -2.788 -1.285 0.422
H4 -1.686 0.417 0.583
H5 0.715 -0.158 0.755
H6 -0.556 -2.221 0.869

Per-atom Mulliken charges, elementary charge units: atom 1 (C): -0.554, atom 2 (O): -0.586, atom 3 (H): 0.251, atom 4 (H): 0.209, atom 5 (H): 0.239, atom 6 (C): 0.161, atom 7 (N): -0.339, atom 8 (O): -0.410, atom 9 (H): 0.332, atom 10 (H): 0.454, atom 11 (H): 0.244